[1]
Formula: C22H22N2O4
Source: OMol25
Level of theory: ωB97M-V with the def2-TZVPD basis set

Values from the calculation:
* molecular weight: 378.43 Da
* relative energy (zero: lowest compared OMol25 entry of this formula, charge and spin): 39.29 kcal/mol
* Kohn-Sham gap: 9.49 eV
* electronic energy: -34341.4874 eV
* structure (SMILES): COC(c1ccccc1)(c1ccccc1)[C@H](Oc1nc(C)cc(C)n1)C(=O)O

Last column: natural (NBO) charge in e.
Element x y z (Å)
C  0.500  3.773  -0.804  -0.2495
H  -0.113  4.668  -0.897  0.1992
H  0.603  3.303  -1.786  0.1728
H  1.494  4.052  -0.435  0.1778
O  -0.185  2.953  0.111  -0.5351
C  0.306  1.628  0.294  0.1779
C  0.094  0.721  -0.909  -0.0759
C  0.796  -0.479  -0.995  -0.2261
C  0.545  -1.363  -2.028  -0.2103
C  -0.397  -1.054  -2.995  -0.2201
C  -1.083  0.145  -2.923  -0.2357
C  -0.844  1.027  -1.884  -0.1337
H  -1.409  1.942  -1.805  0.2362
H  -1.819  0.392  -3.674  0.2128
H  -0.593  -1.748  -3.801  0.2115
H  1.088  -2.296  -2.075  0.2129
H  1.535  -0.728  -0.247  0.2311
C  1.783  1.660  0.685  0.0378
C  2.217  1.706  2.004  -0.2096
C  3.567  1.797  2.300  -0.2131
C  4.508  1.857  1.288  -0.1966
C  4.087  1.822  -0.030  -0.2199
C  2.740  1.723  -0.326  -0.2185
H  2.430  1.683  -1.361  0.2216
H  4.808  1.869  -0.833  0.2134
H  5.559  1.931  1.522  0.2122
H  3.883  1.821  3.332  0.2137
H  1.515  1.656  2.819  0.2125
C  -0.579  1.095  1.460  -0.0050
C  -2.088  1.070  1.158  0.8278
O  -2.664  1.578  0.233  -0.6361
O  -2.740  0.713  2.293  -0.7112
H  -3.694  0.785  2.140  0.4931
H  -0.474  1.781  2.307  0.2317
O  -0.119  -0.172  1.905  -0.4640
C  -0.702  -1.201  1.306  0.7248
N  -0.184  -2.399  1.509  -0.4986
C  -0.760  -3.412  0.872  0.2930
C  -1.856  -3.220  0.034  -0.3499
C  -2.358  -1.931  -0.087  0.3311
N  -1.768  -0.940  0.565  -0.5412
C  -3.547  -1.586  -0.917  -0.6657
H  -3.457  -2.032  -1.905  0.2290
H  -3.621  -0.506  -1.006  0.2532
H  -4.452  -1.973  -0.450  0.2284
H  -2.305  -4.044  -0.495  0.2204
C  -0.169  -4.765  1.093  -0.6517
H  0.693  -4.680  1.747  0.2389
H  -0.906  -5.424  1.548  0.2276
H  0.134  -5.201  0.143  0.2252

Cartesian forces, eV/Å:
C 0.12 0.22 -0.03
H 0.06 0.01 -0.07
H 0.00 0.01 0.01
H -0.10 -0.01 -0.06
O -0.10 -0.41 0.18
C -0.19 -0.13 0.27
C 0.13 0.14 -0.26
C 0.03 0.09 -0.15
C 0.05 -0.12 0.04
C -0.03 -0.08 -0.07
C -0.05 0.01 -0.07
C 0.08 0.07 0.04
H -0.02 0.07 0.01
H -0.06 0.03 -0.07
H -0.01 -0.04 -0.07
H 0.05 -0.08 -0.01
H 0.05 -0.02 0.04
C 0.03 0.05 -0.03
C -0.03 0.01 -0.11
C 0.06 0.05 0.12
C 0.03 -0.01 0.04
C 0.04 0.03 -0.09
C 0.02 0.00 0.07
H -0.03 -0.01 -0.05
H 0.06 0.01 -0.06
H 0.08 0.00 0.03
H 0.03 -0.01 0.08
H -0.09 -0.02 0.10
C -0.04 0.64 -0.11
C -0.51 0.79 0.03
O -0.05 0.33 0.01
O -0.04 -0.07 0.61
H 0.20 0.08 -0.21
H 0.02 -0.14 -0.14
O 0.28 0.31 0.22
C -0.86 -1.30 -0.58
N 0.45 0.38 0.41
C -0.27 0.12 -0.20
C 0.05 0.12 0.09
C 0.32 -0.32 0.12
N 0.46 -0.48 0.15
C -0.04 0.04 -0.02
H -0.04 -0.02 -0.08
H -0.06 0.06 -0.05
H -0.08 -0.02 0.00
H -0.05 -0.11 -0.07
C 0.00 -0.03 0.01
H 0.04 -0.04 0.02
H -0.02 -0.10 0.02
H 0.03 -0.09 -0.05

[2]
Formula: C35H39N4O5PTi
Source: OMol25
Level of theory: ωB97M-V with the def2-TZVPD basis set

Values from the calculation:
* molecular weight: 674.56 Da
* charge: +2
* relative energy (zero: lowest compared OMol25 entry of this formula, charge and spin): 0.00 kcal/mol
* Kohn-Sham gap (alpha / beta): 6.07 / 6.08 eV
* electronic energy: -85523.3037 eV

Last column: Löwdin charge in e.
Element x y z (Å)
Ti  -0.363  0.074  0.059  1.0863
O  2.118  0.934  -3.293  0.1810
C  1.222  0.866  -2.334  -0.4490
O  1.299  0.035  -1.404  -0.0497
C  0.134  1.794  -2.292  -0.1982
C  -0.130  2.799  -3.198  0.0434
C  -1.141  3.718  -2.923  -0.0324
C  -1.753  3.649  -1.675  0.0328
C  -1.431  2.627  -0.800  -0.1956
N  -0.579  1.600  -1.137  -0.0040
C  -1.792  2.498  0.580  -0.4559
O  -2.594  3.299  1.248  0.1876
O  -1.273  1.549  1.209  -0.0508
H  2.809  0.267  -3.158  0.1532
H  0.475  2.864  -4.094  0.1401
H  -1.384  4.501  -3.626  0.1179
H  -2.464  4.408  -1.368  0.1316
H  -2.924  4.024  0.699  0.1339
N  -0.466  -1.450  1.868  -0.0240
C  -1.158  -2.726  2.172  -0.2178
C  -1.061  -3.739  1.042  -0.1701
C  -2.014  -3.458  -0.129  -0.1723
C  -1.366  -2.968  -1.413  -0.2032
N  -0.419  -1.822  -1.251  -0.0274
H  0.535  -1.617  1.930  0.0804
H  -0.647  -0.805  2.636  0.0944
H  -2.207  -2.512  2.379  0.1133
H  -0.737  -3.162  3.080  0.1238
H  -1.299  -4.716  1.464  0.1214
H  -0.020  -3.816  0.707  0.1164
H  -2.783  -2.750  0.188  0.0884
H  -2.545  -4.373  -0.395  0.1242
H  -2.146  -2.658  -2.107  0.1102
H  -0.835  -3.794  -1.891  0.1279
H  -0.293  -1.433  -2.182  0.0911
H  0.496  -2.223  -1.055  0.0985
O  1.234  0.413  1.252  -0.4365
P  2.199  1.571  1.554  0.9105
C  1.641  3.179  0.978  -0.2723
C  0.776  3.929  1.773  -0.0793
C  0.332  5.166  1.332  -0.0549
C  0.743  5.652  0.097  -0.0501
C  1.596  4.902  -0.702  -0.0539
C  2.050  3.667  -0.262  -0.0653
C  3.802  1.238  0.809  -0.2747
C  4.044  0.007  0.207  -0.0784
C  5.299  -0.274  -0.313  -0.0606
C  6.312  0.672  -0.233  -0.0492
C  6.074  1.901  0.372  -0.0486
C  4.823  2.184  0.894  -0.0692
C  2.408  1.687  3.333  -0.2732
C  2.105  0.582  4.122  -0.0661
C  2.334  0.622  5.489  -0.0549
C  2.875  1.762  6.066  -0.0468
C  3.186  2.865  5.280  -0.0482
C  2.954  2.831  3.915  -0.0759
H  0.462  3.557  2.742  0.1251
H  -0.317  5.758  1.966  0.1198
H  0.411  6.628  -0.237  0.1182
H  1.926  5.286  -1.659  0.1191
H  2.738  3.097  -0.876  0.1154
H  3.253  -0.728  0.151  0.0946
H  5.490  -1.236  -0.771  0.1126
H  7.292  0.451  -0.636  0.1174
H  6.865  2.636  0.441  0.1178
H  4.648  3.143  1.369  0.1125
H  1.698  -0.311  3.666  0.0917
H  2.096  -0.237  6.103  0.1143
H  3.057  1.792  7.133  0.1180
H  3.607  3.753  5.732  0.1177
H  3.189  3.700  3.311  0.1105
C  -6.823  -0.799  -0.839  -0.0187
C  -5.361  -0.583  -0.613  -0.2306
C  -4.812  -0.530  0.664  0.0162
C  -3.454  -0.326  0.822  -0.1187
N  -2.610  -0.183  -0.204  -0.0287
C  -3.138  -0.205  -1.438  -0.1210
C  -4.478  -0.402  -1.681  0.0119
H  -7.340  -1.035  0.089  0.0881
H  -6.987  -1.610  -1.549  0.0978
H  -7.277  0.098  -1.264  0.1011
H  -5.439  -0.644  1.538  0.1292
H  -3.017  -0.256  1.810  0.1172
H  -2.452  -0.045  -2.262  0.1199
H  -4.841  -0.411  -2.701  0.1316

Cartesian forces, eV/Å:
Ti -0.13 0.08 -0.27
O 0.14 0.02 -0.30
C -0.15 0.08 0.18
O -0.19 0.01 0.18
C 0.69 -0.25 -0.53
C -0.16 0.12 0.10
C -0.05 0.05 0.01
C 0.15 -0.03 -0.16
C -0.49 0.25 0.45
N -0.07 -0.29 0.28
C 0.11 -0.06 -0.16
O -0.19 0.19 0.06
O 0.14 -0.15 0.23
H -0.02 0.01 0.03
H -0.03 0.03 0.00
H -0.01 0.00 0.04
H 0.03 0.04 -0.09
H 0.01 -0.03 0.03
N -0.19 0.10 -0.07
C 0.00 -0.12 -0.07
C -0.08 -0.01 -0.01
C 0.00 0.05 -0.05
C -0.13 0.02 0.13
N -0.09 -0.25 -0.08
H 0.05 0.03 0.00
H 0.08 0.07 0.00
H -0.02 0.03 -0.01
H 0.01 0.06 0.05
H 0.03 0.01 0.01
H 0.00 -0.01 -0.01
H 0.03 -0.02 0.00
H -0.01 0.01 0.02
H 0.00 0.03 -0.01
H 0.06 0.03 -0.01
H 0.08 0.00 -0.02
H 0.07 0.09 0.04
O 0.18 0.13 0.07
P 0.21 -0.03 0.16
C 0.02 -0.20 0.00
C -0.03 0.05 0.05
C -0.02 0.00 0.02
C 0.01 -0.01 0.00
C 0.01 -0.01 -0.03
C -0.04 0.03 -0.04
C -0.20 0.01 0.03
C -0.04 -0.07 0.02
C 0.04 0.01 -0.02
C -0.03 0.00 0.01
C 0.01 0.00 -0.01
C 0.00 0.05 0.03
C 0.01 0.02 -0.16
C -0.01 -0.03 0.04
C 0.01 0.01 0.01
C -0.01 -0.02 -0.02
C 0.01 0.01 0.02
C 0.00 0.01 0.00
H 0.00 0.01 -0.04
H 0.01 0.00 -0.03
H 0.01 -0.01 0.00
H -0.01 0.01 0.02
H 0.01 0.00 0.01
H 0.03 0.02 0.00
H 0.01 0.01 0.00
H -0.01 0.00 0.01
H -0.01 -0.01 -0.01
H 0.00 -0.02 -0.02
H 0.00 -0.01 0.01
H 0.01 0.01 0.00
H 0.00 0.01 -0.01
H -0.01 -0.01 0.00
H 0.00 -0.02 0.02
C -0.02 0.01 -0.02
C 0.07 0.01 -0.04
C 0.05 0.00 0.06
C -0.03 0.04 0.06
N 0.16 -0.15 -0.25
C 0.02 0.01 0.06
C -0.14 -0.04 -0.01
H 0.00 -0.01 -0.01
H 0.00 0.01 0.01
H 0.01 -0.01 0.00
H 0.01 0.00 0.00
H -0.04 -0.01 0.02
H 0.03 -0.01 0.01
H 0.02 0.00 0.02

[3]
Formula: C6H14N2O
Source: OMol25
Level of theory: ωB97M-V with the def2-TZVPD basis set

Values from the calculation:
* molecular weight: 130.19 Da
* relative energy (zero: lowest compared OMol25 entry of this formula, charge and spin): 88.80 kcal/mol
* Kohn-Sham gap: 8.37 eV
* electronic energy: -11473.9195 eV

Last column: natural (NBO) charge in e.
Element x y z (Å)
C  0.496  -1.546  -1.534  -0.4114
C  -1.230  -1.983  0.143  -0.4096
C  0.050  -0.128  2.003  -0.7063
N  -0.255  -1.009  -0.383  -0.4890
C  0.736  -0.430  0.679  0.5892
O  1.901  -0.817  0.623  -0.6415
H  1.056  -2.431  -1.236  0.2173
H  -0.203  -1.772  -2.337  0.2073
H  1.204  -0.792  -1.871  0.2339
H  -1.885  -1.498  0.862  0.2215
H  -0.712  -2.813  0.626  0.2070
H  -1.835  -2.362  -0.680  0.2166
H  0.725  0.498  2.582  0.2444
H  -0.117  -1.053  2.561  0.2267
H  -0.896  0.397  1.870  0.2238
C  0.499  3.165  -0.410  -0.6757
C  -0.141  1.827  -0.594  0.1702
N  -1.146  1.362  -1.085  -0.5869
H  -0.847  -0.067  -0.779  0.4440
H  0.601  0.962  0.040  0.0278
H  0.626  3.379  0.653  0.2266
H  1.492  3.172  -0.865  0.2307
H  -0.120  3.937  -0.868  0.2336

Cartesian forces, eV/Å:
C 0.04 0.16 0.19
C 0.10 0.16 0.07
C 0.00 0.29 -0.20
N 0.28 0.62 0.00
C 0.00 -1.14 -0.02
O -0.57 0.30 -0.15
H -0.02 -0.02 0.00
H -0.03 -0.03 0.04
H -0.03 -0.01 0.01
H 0.00 0.00 -0.02
H 0.02 0.01 -0.03
H 0.05 0.04 0.01
H 0.00 -0.03 -0.02
H 0.04 0.00 -0.09
H 0.01 -0.04 -0.02
C 0.04 0.11 -0.12
C 0.09 -0.72 0.56
N 0.09 -0.39 -0.13
H 0.11 0.30 0.16
H -0.16 0.46 -0.28
H -0.03 -0.02 -0.02
H -0.06 0.00 0.02
H 0.05 -0.05 0.03

[4]
Formula: C21H43F3O9P
Source: OMol25
Level of theory: ωB97M-V with the def2-TZVPD basis set

Values from the calculation:
* molecular weight: 527.53 Da
* charge: -1
* Kohn-Sham gap: 7.11 eV
* electronic energy: -58344.1397 eV

Last column: Löwdin charge in e.
Element x y z (Å)
C  4.092  -2.836  2.659  -0.1066
C  5.166  -2.567  1.582  -0.2476
C  4.838  -3.114  0.172  -0.2161
C  4.723  -2.021  -0.892  -0.2099
C  3.521  -1.087  -0.712  -0.1551
C  2.171  -1.809  -0.712  -0.3641
O  2.027  -2.622  -1.851  -0.2964
P  1.358  -1.782  -3.225  0.5471
C  -0.395  -2.642  -2.940  -0.6392
F  -0.612  -3.385  -1.821  0.0444
F  -0.673  -3.500  -3.956  0.0186
F  -1.460  -1.783  -2.947  0.0214
O  0.874  -0.489  -2.127  -0.2922
C  0.963  -0.874  -0.777  -0.3841
C  0.985  0.325  0.179  -0.1343
C  -0.349  0.539  0.911  -0.2036
C  -1.515  0.704  -0.066  -0.1958
C  -2.903  0.833  0.600  -0.1675
C  -3.878  -0.197  0.037  -0.2514
O  -3.509  -1.474  0.523  -0.1560
C  -3.839  -2.559  -0.325  -0.2644
C  -5.301  -3.006  -0.175  -0.0785
H  3.849  -1.925  3.218  0.0619
H  3.161  -3.190  2.201  0.0582
H  4.420  -3.589  3.385  0.0590
H  6.123  -2.984  1.913  0.0917
H  5.308  -1.481  1.501  0.0830
H  5.619  -3.820  -0.142  0.0997
H  3.907  -3.694  0.206  0.0998
H  5.643  -1.414  -0.854  0.1022
H  4.677  -2.466  -1.894  0.1083
H  3.517  -0.356  -1.531  0.1113
H  3.632  -0.530  0.231  0.0960
H  2.075  -2.429  0.197  0.1383
H  1.708  -2.901  -4.048  -0.0070
H  0.708  -1.098  -4.314  -0.0049
H  2.613  -1.119  -3.511  -0.0140
H  0.095  -1.503  -0.522  0.1288
H  1.209  1.220  -0.420  0.1242
H  1.807  0.224  0.897  0.0959
H  -0.276  1.434  1.547  0.1056
H  -0.552  -0.310  1.581  0.1166
H  -1.324  1.576  -0.708  0.1188
H  -1.530  -0.154  -0.746  0.0967
H  -3.320  1.837  0.454  0.0971
H  -2.817  0.656  1.679  0.1119
H  -4.918  0.032  0.324  0.1185
H  -3.832  -0.185  -1.066  0.1165
H  -3.153  -3.371  -0.069  0.1176
H  -3.623  -2.288  -1.368  0.1078
H  -5.682  -2.680  0.799  0.0728
H  -5.946  -2.573  -0.948  0.0649
H  -5.384  -4.096  -0.235  0.0649
C  -5.178  2.524  -2.114  -0.0242
O  -5.599  3.122  -0.881  0.0030
C  -6.794  3.695  -0.923  -0.6268
O  -7.524  3.756  -1.878  0.1197
O  -7.058  4.203  0.284  0.0015
C  -8.327  4.850  0.380  -0.0471
H  -4.199  2.099  -1.918  0.0836
H  -5.870  1.739  -2.413  0.1020
H  -5.112  3.274  -2.899  0.0989
H  -9.133  4.149  0.169  0.0956
H  -8.386  5.686  -0.314  0.0951
H  -8.397  5.205  1.404  0.0911
C  6.183  2.396  0.635  -0.0301
O  5.953  3.174  1.819  0.0016
C  4.816  2.866  2.442  -0.6275
O  4.031  2.031  2.091  0.1269
O  4.698  3.644  3.522  -0.0005
C  3.503  3.405  4.272  -0.0408
H  7.128  2.750  0.234  0.0911
H  6.246  1.338  0.880  0.0912
H  5.383  2.550  -0.086  0.1009
H  3.476  2.378  4.632  0.0966
H  2.623  3.592  3.660  0.0974
H  3.538  4.098  5.107  0.0899

Cartesian forces, eV/Å:
C -0.02 0.07 -0.03
C -0.10 0.06 -0.02
C 0.07 -0.22 0.00
C -0.01 0.13 -0.09
C 0.11 0.12 0.10
C -0.03 -0.10 -0.06
O 0.25 -0.02 0.05
P 0.08 0.29 0.14
C -0.25 -0.03 0.08
F 0.17 -0.20 0.38
F 0.05 -0.25 -0.46
F -0.12 0.40 -0.07
O -0.02 -0.04 -0.08
C -0.03 -0.07 0.10
C -0.07 0.22 -0.20
C 0.08 0.07 -0.12
C -0.08 0.05 -0.07
C 0.10 -0.20 -0.15
C -0.16 0.15 0.02
O 0.17 0.06 -0.11
C -0.05 -0.10 -0.18
C 0.00 0.12 -0.03
H 0.05 -0.16 -0.05
H 0.14 0.05 0.11
H -0.10 0.06 -0.13
H -0.08 0.13 0.00
H 0.05 -0.15 0.01
H -0.12 0.10 0.07
H 0.14 0.09 -0.06
H -0.11 -0.10 -0.07
H -0.06 0.01 0.21
H -0.01 -0.08 0.19
H -0.01 -0.04 -0.16
H 0.08 0.00 -0.18
H -0.05 -0.02 0.08
H -0.04 -0.02 0.11
H -0.07 -0.04 0.07
H 0.04 0.06 0.06
H 0.02 -0.17 0.09
H -0.20 0.00 0.04
H -0.02 -0.14 -0.03
H 0.01 0.10 -0.15
H 0.02 -0.13 0.12
H 0.05 0.08 0.08
H 0.02 -0.12 0.11
H -0.09 0.09 -0.10
H 0.10 0.01 0.01
H 0.03 -0.05 0.15
H -0.10 0.14 0.08
H 0.04 -0.07 0.13
H 0.08 -0.14 -0.07
H 0.08 -0.04 0.12
H -0.03 0.14 -0.03
C 0.13 -0.10 -0.07
O 0.01 0.01 0.02
C 0.04 0.00 0.04
O -0.04 0.00 -0.06
O 0.00 0.00 0.02
C -0.02 0.03 0.06
H 0.00 0.03 0.03
H -0.03 0.03 0.00
H -0.05 0.01 0.01
H 0.00 0.00 -0.02
H -0.01 -0.01 -0.02
H 0.01 -0.01 0.00
C 0.06 0.00 -0.06
O 0.00 0.01 0.02
C 0.10 0.04 -0.06
O -0.13 -0.11 0.04
O 0.00 0.01 0.01
C -0.02 0.04 0.06
H 0.00 0.01 0.02
H -0.03 -0.01 0.00
H -0.02 -0.02 0.01
H -0.01 -0.01 -0.02
H 0.00 -0.02 -0.01
H 0.01 0.00 -0.01